146
Properties=species:S:1:pos:R:3:forces:R:3:mulliken_charge:R:1 method="wB97M-V/def2-TZVPD" smiles="CCOC(=O)OC.CCOC(=O)OC.CCOC(=O)OC.CCOC(=O)OC.CCOC(=O)OC.CCOC(C)=O.CCOC(C)=O.CCOC(C)=O.CCOC(C)=O.ClCCl.ClCCl.ClCCl" gap_ev=10.7 homo_energy_ev=-10.284 spin_multiplicity=1
C 1.628 0.582 9.788 -0.614 0.295 -0.109 -1.152
C 0.532 0.328 8.759 -1.100 0.028 1.031 -0.253
O 1.004 0.483 7.433 0.421 -0.393 -0.455 -0.294
C 0.149 0.154 6.467 -1.110 -0.747 -1.047 0.703
O -1.014 -0.210 6.589 1.850 0.622 -0.020 -0.590
O 0.820 0.261 5.293 0.777 0.751 1.221 -0.299
C 0.205 -0.158 4.112 -0.910 -0.784 -0.801 0.023
H 2.207 1.463 9.513 0.390 -0.340 -0.072 0.320
H 2.194 -0.328 9.987 0.440 0.285 -0.418 0.290
H 1.186 0.829 10.753 -0.329 0.011 -0.045 0.362
H -0.344 0.972 8.834 0.194 0.441 0.410 0.324
H 0.096 -0.652 8.954 0.233 -0.342 -0.505 0.319
H -0.539 0.547 3.739 -0.435 -0.148 0.449 0.540
H -0.177 -1.163 4.288 -0.558 0.149 -0.286 0.273
H 0.878 -0.246 3.259 0.637 0.202 0.618 -0.681
C 1.169 6.760 -6.508 0.362 0.778 0.087 -1.118
C -0.346 6.944 -6.648 0.987 0.108 1.614 -0.235
O -1.017 5.713 -6.246 -0.577 0.376 -1.470 -0.389
C -0.970 5.305 -4.974 2.935 2.208 0.791 0.701
O -0.514 5.967 -4.039 -1.417 -1.090 -1.149 -0.599
O -1.239 4.033 -4.986 -0.750 -1.625 -0.391 -0.405
C -1.257 3.293 -3.777 -0.230 0.516 1.221 -0.315
H 1.691 7.655 -6.844 -0.230 0.282 -0.311 0.393
H 1.548 5.970 -7.156 -0.237 -0.225 0.154 0.285
H 1.562 6.661 -5.496 -0.495 -0.478 0.089 0.330
H -0.495 7.293 -7.670 -0.871 -1.146 -0.189 0.323
H -0.773 7.737 -6.034 0.418 0.067 0.268 0.299
H -2.085 3.656 -3.167 -0.085 -0.101 0.077 0.584
H -0.360 3.458 -3.181 0.222 0.035 -0.234 0.351
H -1.411 2.229 -3.951 0.132 0.337 -0.478 -0.237
C 4.422 -1.923 3.142 -0.088 1.484 0.123 -1.756
C 2.960 -2.212 2.767 1.653 -0.360 0.581 2.143
O 2.386 -2.811 3.913 -2.022 -1.974 0.686 -0.461
C 1.255 -3.597 3.743 0.699 1.606 -1.984 0.854
O 0.765 -3.850 2.643 0.719 -0.053 2.103 -0.412
O 0.779 -3.892 4.944 0.908 0.497 0.178 -0.384
C -0.231 -4.835 4.993 -2.383 -2.278 -0.442 -0.723
H 4.565 -1.221 3.963 -0.524 0.014 0.280 0.435
H 4.858 -1.373 2.308 0.261 -0.349 -0.296 0.390
H 5.034 -2.781 3.421 -0.378 -0.303 -0.434 0.334
H 3.105 -2.909 1.941 -1.064 0.027 -0.182 -0.648
H 2.343 -1.337 2.562 0.432 -0.032 -0.629 -0.529
H 0.003 -5.762 4.470 0.492 0.138 -0.273 0.318
H -1.201 -4.550 4.585 0.256 0.793 -0.503 0.243
H -0.556 -5.195 5.969 1.058 0.746 0.627 0.324
C 7.167 1.158 -2.524 -0.109 0.301 1.116 -1.343
C 6.114 0.050 -2.533 -0.566 1.105 -1.612 -0.150
O 5.202 0.001 -1.446 0.462 -0.326 1.217 -0.220
C 4.286 0.966 -1.258 1.171 0.008 -2.777 0.711
O 4.179 1.958 -1.941 -0.021 -0.006 0.453 -0.637
O 3.487 0.553 -0.334 -1.172 -1.016 1.851 -0.121
C 2.403 1.390 0.011 -0.181 1.711 0.579 -0.385
H 7.623 1.322 -3.501 0.253 -0.605 0.097 0.363
H 7.870 0.959 -1.716 0.550 -0.194 -0.390 0.347
H 6.813 2.155 -2.261 -0.758 -0.176 -0.066 0.320
H 6.564 -0.937 -2.640 0.006 0.058 0.507 0.398
H 5.494 0.178 -3.420 -0.032 0.044 -0.239 0.210
H 2.768 2.409 0.138 0.047 0.161 -0.457 0.547
H 2.013 1.190 1.009 0.090 -0.945 -0.192 -0.007
H 1.600 1.414 -0.725 0.175 -0.289 -0.027 0.025
C -5.183 2.398 -1.796 0.506 0.762 -0.919 -0.606
C -4.896 2.206 -3.306 -1.192 -0.162 0.038 -0.649
O -3.737 1.473 -3.506 2.878 -2.639 -0.502 0.002
C -3.517 0.453 -4.424 -3.258 0.282 -1.389 0.581
O -4.255 0.126 -5.370 1.898 1.087 2.616 -0.643
O -2.405 -0.142 -4.062 1.005 0.347 0.203 -0.202
C -1.931 -1.311 -4.736 -0.178 -0.850 -0.506 -0.660
H -6.074 3.020 -1.706 -0.289 -0.286 0.016 0.444
H -4.402 3.051 -1.407 0.250 -0.227 0.222 0.083
H -5.257 1.502 -1.180 -0.058 -0.056 -0.310 0.135
H -4.665 3.165 -3.770 -0.728 0.224 -0.031 0.322
H -5.685 1.655 -3.818 -0.394 0.479 -0.070 0.373
H -1.030 -1.665 -4.235 -0.316 0.162 0.383 0.128
H -1.627 -1.201 -5.777 -0.295 0.790 -0.054 0.250
H -2.719 -2.064 -4.737 0.082 -0.048 0.193 0.390
C -4.149 3.839 1.699 -0.536 0.760 -1.051 -0.490
C -5.057 3.181 2.693 2.849 0.235 1.240 -0.494
O -6.299 2.859 2.231 -2.897 0.956 -1.053 -0.195
C -7.191 3.908 1.916 0.994 0.118 1.267 0.666
C -8.549 3.355 1.608 0.342 0.079 0.100 -0.816
O -6.911 5.089 1.969 -0.043 -1.584 -0.068 -0.556
H -3.920 3.137 0.897 0.393 0.002 0.064 -0.247
H -3.270 4.275 2.172 0.128 -0.348 -0.073 0.369
H -4.693 4.660 1.232 0.174 0.153 -0.031 0.355
H -4.530 2.266 2.963 -0.538 -0.437 0.166 0.390
H -5.034 3.772 3.609 -0.682 0.221 0.102 0.331
H -9.012 4.088 0.947 -0.124 -0.577 -0.384 0.337
H -9.185 3.314 2.492 0.295 0.154 0.292 0.324
H -8.421 2.321 1.290 -0.350 0.257 -0.557 0.037
C -1.225 1.562 -0.300 0.320 1.110 -0.826 0.468
C -1.785 0.281 -0.858 -0.576 -0.160 1.762 0.771
O -0.738 -0.679 -1.023 -0.252 0.241 -1.845 -0.379
C -0.111 -1.228 -0.026 0.264 -0.764 0.783 0.345
C 0.949 -2.182 -0.459 -0.013 -0.959 -0.123 0.523
O -0.368 -1.046 1.136 -0.294 0.450 0.725 -0.581
H -0.639 2.094 -1.049 0.252 0.126 0.033 -0.385
H -0.614 1.407 0.589 0.010 -0.392 -0.223 -0.252
H -1.984 2.271 0.032 -0.342 -0.170 -0.211 0.066
H -2.456 -0.005 -0.047 -0.191 -0.905 -0.192 0.026
H -2.333 0.237 -1.799 0.304 0.680 0.170 -0.218
H 1.904 -1.671 -0.582 0.066 -0.087 0.044 -0.237
H 0.687 -2.726 -1.367 -0.025 0.466 -0.363 0.359
H 0.991 -2.968 0.295 0.418 0.295 0.335 -0.432
C 2.225 -5.942 -0.733 1.304 0.772 -0.931 -1.279
C 2.773 -5.740 0.652 -2.110 1.386 1.162 0.602
O 3.860 -6.552 0.868 1.870 -2.826 2.177 -0.341
C 4.258 -6.990 2.139 0.547 0.464 1.594 0.612
C 5.632 -7.695 2.082 -0.571 -0.155 -0.962 -0.992
O 3.750 -6.818 3.256 0.126 0.117 -3.600 -0.539
H 3.093 -5.630 -1.314 -0.037 -0.534 -0.848 0.282
H 1.458 -5.238 -1.056 -0.244 -0.021 0.583 0.321
H 1.924 -6.956 -0.997 0.125 0.029 0.305 0.362
H 3.212 -4.758 0.828 -0.718 0.591 -0.466 -0.161
H 1.954 -5.849 1.363 0.303 -0.293 0.527 0.199
H 5.511 -8.738 2.375 -0.114 0.123 0.412 0.302
H 6.357 -7.203 2.730 -0.334 -0.004 0.140 0.285
H 6.059 -7.760 1.082 -0.188 0.352 -0.090 0.298
C 1.443 0.570 -4.982 0.300 0.394 0.633 -1.614
C 1.499 0.080 -3.511 -1.259 0.177 -0.955 1.319
O 2.455 -0.934 -3.291 1.022 -1.351 -0.202 0.163
C 2.266 -2.202 -3.718 -0.275 -0.765 -1.238 0.710
C 3.465 -3.088 -3.388 0.077 0.002 -0.564 -1.270
O 1.356 -2.651 -4.428 1.356 1.695 1.914 -0.592
H 2.382 1.084 -5.190 0.397 -0.559 -0.268 0.382
H 0.762 1.403 -5.158 -0.574 -0.186 0.501 0.277
H 1.199 -0.205 -5.708 0.275 -0.063 0.180 0.402
H 1.810 0.895 -2.857 -0.123 -0.034 -0.073 -0.254
H 0.575 -0.374 -3.153 -0.416 0.577 -0.152 -0.472
H 3.125 -4.073 -3.067 -0.010 0.148 0.014 0.239
H 4.291 -2.726 -2.776 -0.641 0.416 0.471 0.177
H 3.951 -3.219 -4.355 -0.124 -0.278 -0.247 0.462
Cl 1.096 4.768 -0.551 0.315 0.257 0.275 -0.084
C 1.157 4.910 1.233 0.699 0.347 -0.591 -0.512
Cl 0.005 3.803 1.903 -0.557 -0.172 0.722 -0.043
H 2.139 4.639 1.619 -0.042 -0.067 -0.378 0.327
H 0.979 5.954 1.491 -0.399 -0.276 0.007 0.367
Cl -3.086 -5.280 2.338 -0.334 -0.297 0.348 -0.180
C -2.405 -4.163 1.193 0.511 0.566 -0.378 0.437
Cl -3.631 -3.572 -0.004 0.693 -0.299 0.439 -0.168
H -1.976 -3.311 1.720 -0.350 0.043 -0.075 -0.193
H -1.577 -4.670 0.697 -0.392 0.066 -0.324 0.115
Cl -8.030 -0.401 0.382 0.785 -0.437 -0.115 -0.182
C -6.488 -1.305 0.537 0.332 -0.277 0.371 -0.475
Cl -5.136 -0.301 1.151 -0.481 -0.130 -0.144 -0.014
H -6.622 -2.126 1.242 -0.177 0.352 0.076 0.410
H -6.144 -1.759 -0.392 -0.407 0.502 -0.163 0.247